No. 1
Computed, not measured: a 6-piece molecular cluster, C16H28FNO12 overall in a non-equilibrium geometry, with ωB97M-V/def2-TZVPD.

Geometry as XYZ:
```
58
Properties=species:S:1:pos:R:3:lowdin_charge:R:1
N -2.09459 2.67461 0.62735 0.342
H -1.58243 3.14545 1.23285 0.038
H -2.89824 3.13593 0.59906 0.086
H -2.20727 1.65194 1.00190 0.196
H -1.28802 2.75671 -0.04424 0.169
F -0.46166 0.46045 -0.30443 -0.585
C 2.88258 -0.11912 3.34889 0.051
C 2.25154 1.33400 2.97087 -0.288
C 1.85221 1.64714 1.53925 -0.077
O 0.80580 2.56953 1.83867 0.011
C 0.45190 2.56433 3.17907 -0.631
O -0.41246 3.09901 3.68149 0.225
O 1.23318 1.71631 3.78604 0.123
H 2.88157 -0.08331 4.29933 0.002
H 3.87919 -0.24522 2.85510 0.113
H 2.23276 -0.93368 3.11801 0.062
H 3.14587 1.90322 3.32537 0.159
H 1.29515 1.04030 1.00439 0.028
H 2.65949 2.15523 0.97309 0.151
C -1.72624 -2.72259 1.57132 -0.024
C -0.60694 -2.08981 2.30742 -0.355
C -0.99710 -0.80479 2.96810 -0.122
O -0.63399 -0.89538 4.32083 0.100
C -0.24850 -2.15187 4.56637 -0.491
O 0.14178 -2.63099 5.66487 0.096
O -0.26088 -2.88371 3.42773 0.099
H -2.23576 -2.06692 0.94546 0.047
H -2.59165 -2.99159 2.23854 0.115
H -1.45545 -3.74155 1.17159 0.117
H 0.12886 -1.81793 1.60814 0.129
H -2.01478 -0.65352 2.73810 0.115
H -0.34416 -0.07826 2.34787 0.136
C -1.87754 -2.94697 -2.21159 0.002
C -2.45335 -1.51665 -2.24199 -0.254
C -1.85528 -0.61186 -3.40352 -0.133
O -2.79743 -0.60530 -4.33080 0.143
C -3.89184 -1.09011 -3.87459 -0.548
O -4.96041 -1.02727 -4.54869 0.079
O -3.81788 -1.63005 -2.64807 0.093
H -0.72188 -2.84721 -1.95363 0.138
H -1.91050 -3.57749 -3.01341 0.056
H -2.25567 -3.39193 -1.39945 0.015
H -2.37880 -0.95312 -1.26758 0.130
H -0.96801 -0.83346 -3.52681 0.031
H -1.73136 0.42376 -2.83171 0.157
C 1.00669 2.15725 -3.35647 -0.035
C 2.21243 1.67929 -2.58301 -0.281
C 2.29601 0.09709 -2.22469 -0.070
O 3.44528 -0.22846 -2.93021 0.079
C 4.07037 0.75495 -3.44978 -0.568
O 5.15962 0.56435 -4.09145 0.062
O 3.43625 1.92817 -3.35300 0.089
H 1.13898 3.22825 -3.61552 0.101
H 0.18998 2.00044 -2.58045 0.087
H 0.92836 1.57391 -4.19130 0.052
H 2.22582 2.37385 -1.71470 0.136
H 1.34791 -0.47072 -2.56248 0.139
H 2.38048 0.00536 -1.00350 0.163
```

As for the frontier orbital gap: 0.3413 Ha. As for the energy above the lowest of the compared OMol25 structures with the same formula, charge and spin: 124.18 kJ/mol. The total energy is -1683.749764 Ha.

---

No. 2
Computed, not measured: one molecule with the formula C16H28N2O4 in a non-equilibrium geometry, with ωB97M-V/def2-TZVPD.

Geometry as XYZ:
```
50
Properties=species:S:1:pos:R:3:lowdin_charge:R:1
O 0.15016 -3.56682 2.52541 0.069
O 0.09770 -0.71737 -0.93050 0.035
O -2.06669 -5.44762 -1.75299 -0.198
O -1.88082 1.33582 -1.12911 -0.027
C 0.03237 -2.72298 1.66343 -0.404
C 0.02283 0.13875 -0.04897 -0.320
N -0.80545 -2.95943 0.61164 0.062
N 0.39283 -0.22288 1.26236 -0.009
C -2.38771 -5.47845 -3.15618 -0.098
C -1.55977 -4.19127 -1.23835 -0.199
C -1.41350 -4.20958 0.27631 -0.156
C 0.32692 0.71971 2.33163 -0.140
C 1.13394 4.95132 -0.29697 -0.201
C -0.17710 4.73148 -1.03034 -0.211
C 1.66571 3.67129 0.37909 -0.187
C 0.89831 -0.09730 3.55003 -0.132
C -0.10920 3.58259 -2.00116 -0.150
C 1.78018 2.50592 -0.60297 -0.146
C 1.72540 -1.19536 2.90825 -0.140
C 0.46562 2.24137 -1.38795 -0.227
C 0.99434 -1.50953 1.62271 -0.173
C -0.57896 1.53011 -0.47564 -0.214
H -1.88960 0.54443 -1.71209 0.106
H -0.75029 -2.26711 -0.10954 0.080
H -1.44793 -5.44124 -3.74960 0.092
H -3.02197 -4.63944 -3.42633 0.077
H -2.90938 -6.39560 -3.39693 0.079
H -0.60493 -3.99527 -1.67249 0.118
H -2.26299 -3.36673 -1.47364 0.132
H -0.79295 -5.06470 0.57933 0.134
H -2.38620 -4.29614 0.78624 0.133
H 0.95030 1.59304 2.12906 0.096
H -0.70818 1.08162 2.57152 0.140
H 1.03003 5.76283 0.45041 0.115
H 1.85293 5.34216 -1.00145 0.105
H -0.96505 4.52773 -0.27856 0.122
H -0.42936 5.64802 -1.54865 0.107
H 1.05165 3.41346 1.22181 0.080
H 2.70151 3.85429 0.74591 0.122
H 1.46975 0.54728 4.20676 0.108
H 0.11881 -0.65549 4.07181 0.116
H -1.09469 3.35910 -2.41179 0.108
H 0.54618 3.82665 -2.83649 0.115
H 2.08579 1.61064 -0.10546 0.097
H 2.53117 2.73683 -1.31376 0.107
H 1.87244 -2.06104 3.58014 0.128
H 2.69707 -0.75217 2.66042 0.121
H 0.65440 1.57652 -2.24940 0.145
H 1.73837 -1.72655 0.83035 0.167
H -0.74401 2.14713 0.37270 0.116
```

As for the frontier orbital gap: 0.3621 Ha. As for the energy above the lowest of the compared OMol25 structures with the same formula, charge and spin: 252.09 kJ/mol. As for the structure (SMILES): COCCNC(=O)[C@@H]1CCCN1C(=O)[C@H](O)C1CCCCC1. The total energy is -1036.941916 Ha.

---

No. 3
Computed, not measured: C16H29Cl2IrNOSb2 as an isolated structure, with ωB97M-V/def2-TZVPD.

Geometry as XYZ:
```
52
Properties=species:S:1:pos:R:3:lowdin_charge:R:1
Ir 0.18421 0.83910 0.69069 0.407
C 3.21524 0.96715 -1.73069 -0.229
Sb 2.14542 -0.35398 -0.48010 1.424
C 3.47816 -1.01331 1.01411 -0.249
C 1.66583 -2.08916 -1.61523 -0.251
C 0.99893 -3.11364 -0.75218 -0.303
C 1.76890 -4.02016 -0.02486 -0.037
C 1.16905 -4.95061 0.80841 -0.031
C -0.21379 -4.98312 0.92439 -0.031
C -0.98973 -4.09714 0.19335 -0.031
C -0.39862 -3.15987 -0.65243 -0.298
C -1.25708 -2.24194 -1.46733 -0.261
Sb -1.75386 -0.44769 -0.43547 1.397
C -2.86605 0.71719 -1.79963 -0.231
C -3.05652 -1.07419 1.10347 -0.244
H 3.57597 1.83888 -1.19084 0.033
H 2.59471 1.26238 -2.57308 0.031
H 4.06001 0.36806 -2.07528 0.041
H 4.34550 -1.40017 0.47643 0.046
H 3.02152 -1.81307 1.59188 0.012
H 3.79484 -0.18911 1.65018 0.026
H 2.64170 -2.40705 -1.99241 0.099
H 1.08364 -1.77137 -2.47516 0.066
H 2.84755 -4.02415 -0.13895 0.128
H 1.77873 -5.66422 1.34609 0.127
H -0.69098 -5.71846 1.55824 0.127
H -2.07054 -4.16916 0.24709 0.127
H -2.22851 -2.68680 -1.69600 0.097
H -0.81943 -1.94637 -2.41710 0.067
H -3.73403 0.10775 -2.05362 0.042
H -2.26072 0.89316 -2.68617 0.034
H -3.19482 1.66018 -1.37180 0.014
H -3.85999 -1.59935 0.58489 0.043
H -3.46751 -0.23048 1.65268 0.031
H -2.54202 -1.75847 1.77420 0.012
Cl 0.34240 -0.68830 2.43655 0.582
C 1.05963 0.46526 3.67105 -0.767
Cl 1.49643 1.97733 2.85983 0.641
H 1.94238 -0.02419 4.06784 0.064
H 0.29053 0.64264 4.41433 0.065
C -1.02371 5.95086 -0.72043 0.028
N -1.04018 4.52745 -0.32660 -0.135
C -2.18312 4.10435 0.47769 0.014
C -0.08034 3.73554 -0.69748 -0.228
O 0.00041 2.49031 -0.45068 -0.295
H -1.03223 6.56452 0.17775 0.115
H -1.90615 6.15857 -1.32166 0.114
H -0.12771 6.15969 -1.29795 0.105
H -3.09863 4.40287 -0.03079 0.117
H -2.14235 4.59640 1.44867 0.117
H -2.17576 3.02472 0.60150 0.064
H 0.71267 4.18117 -1.29742 0.167
```

As for the frontier orbital gap: 0.2225 Ha. As for the energy above the lowest of the compared OMol25 structures with the same formula, charge and spin: 0.00 kJ/mol. As for the charge: +3. The total energy is -2261.221059 Ha.

---

No. 4
Computed, not measured: C16H29Cl2N2O2PS3SiTi as an isolated structure, with ωB97M-V/def2-TZVPD.

Geometry as XYZ:
```
57
Properties=species:S:1:pos:R:3:lowdin_charge:R:1
Ti 0.74302 -0.66419 0.65965 0.095
C -4.92859 1.52105 3.61913 -0.077
C -4.04470 1.41094 2.39661 -0.316
O -3.55302 0.06677 2.25780 -0.428
P -2.03850 -0.38986 2.59804 0.612
S 1.21316 -1.77803 2.32599 0.151
S -0.94378 0.87531 1.22056 0.254
O -1.85602 0.46709 3.97527 -0.417
C -0.57488 0.61170 4.59797 -0.332
C -0.78077 1.25497 5.94974 -0.072
H -5.32555 2.53423 3.70222 0.078
H -4.35220 1.29432 4.51478 0.069
H -5.76360 0.82371 3.55229 0.078
H -3.20420 2.10425 2.45912 0.083
H -4.60346 1.62756 1.48478 0.114
H 0.05813 1.23151 3.95807 0.078
H -0.09417 -0.36558 4.69184 0.087
H -1.27135 2.22279 5.84198 0.077
H 0.18367 1.40549 6.43623 0.078
H -1.39787 0.62110 6.58631 0.077
C 2.13091 3.05900 -0.51287 -0.190
Si 3.05206 1.77749 0.49882 0.379
C 2.62725 2.03238 2.30420 -0.189
C 4.89457 2.01946 0.27616 -0.187
C 2.55139 0.06478 -0.05280 -0.400
H 2.47388 4.06852 -0.27509 0.036
H 1.06262 3.00745 -0.28465 0.006
H 2.27067 2.89502 -1.58440 0.030
H 3.09225 2.93221 2.71328 0.033
H 2.95603 1.17828 2.90122 0.033
H 1.54459 2.12591 2.41821 -0.011
H 5.21297 3.01883 0.58056 0.028
H 5.17663 1.87499 -0.76951 0.029
H 5.44924 1.29375 0.87556 0.030
H 3.33712 -0.61366 0.29840 -0.001
H 2.51837 0.01145 -1.14981 0.000
N -2.29934 -1.27012 -0.91836 0.117
C -1.32315 -2.12822 -1.20950 -0.693
N -0.08721 -2.06599 -0.75679 -0.035
C 0.67979 -3.13491 -1.26307 -0.292
C 2.01410 -3.38867 -0.97063 -0.022
C 2.62534 -4.48432 -1.55324 -0.066
C 1.92716 -5.32720 -2.41723 -0.083
C 0.59560 -5.08638 -2.70836 -0.086
C -0.00991 -3.98618 -2.12160 -0.465
S -1.65679 -3.44833 -2.29610 1.120
H -2.11519 -0.49107 -0.28935 -0.015
H -3.23968 -1.45663 -1.21494 0.111
H 2.54784 -2.74576 -0.28362 0.074
H 3.66245 -4.69213 -1.32726 0.109
H 2.42567 -6.17864 -2.85982 0.105
H 0.04186 -5.73692 -3.37181 0.110
Cl -1.90727 2.65151 -3.69004 0.523
C -0.85078 2.30557 -2.31479 -1.009
Cl -0.02712 0.74686 -2.48516 0.576
H -1.45549 2.26073 -1.41535 -0.004
H -0.09967 3.08213 -2.25330 0.009
```

As for the frontier orbital gap: 0.3147 Ha. As for the energy above the lowest of the compared OMol25 structures with the same formula, charge and spin: 0.00 kJ/mol. The total energy is -4482.512386 Ha.

---

It is found that the E_LUMO values, taken in the order of the records, are -1.08; 0.63; -11.02; 0.25 eV.
It is found that the highest occupied orbital energy values, taken in the order of the records, are -10.36; -9.22; -17.07; -8.32 eV.